No. 1
A cluster of 2 separate species, C3H12NP2 in total in a non-equilibrium geometry. Source: OMol25; level of theory: ωB97M-V with the def2-TZVPD basis set.

```
18
Properties=species:S:1:pos:R:3:forces:R:3:lowdin_charge:R:1
C 2.544851 -0.680644 -0.178501 -0.80 3.18 -0.98 -0.0377
C 1.043237 -0.883169 -0.181021 -0.04 0.64 0.18 -0.2153
C -1.192769 0.336927 -0.029752 -0.16 -1.93 -0.53 -0.9042
N 0.297142 0.427377 -0.252323 -1.62 0.47 0.47 -0.0338
P -2.243267 -0.981803 -0.767180 -0.18 0.87 -0.53 0.8095
P -2.053833 1.235391 1.206231 1.82 -0.04 2.09 0.7605
H 3.125097 -1.402720 0.349859 0.25 -0.79 -0.21 0.0829
H 2.820448 -0.406725 -1.224777 0.51 -0.86 0.78 0.1023
H 2.724503 0.301974 0.358638 -0.04 -1.04 -0.24 0.1005
H 0.668711 -1.240860 0.730861 -0.22 -0.97 1.38 0.0823
H 0.589928 -1.458515 -0.946257 0.15 -0.89 -0.94 0.0982
H -0.698623 -0.236103 2.449564 0.14 -0.28 0.06 0.1324
H 0.361663 0.879675 -1.194391 0.78 0.14 1.16 0.1957
H 0.595112 0.963762 0.605218 0.17 0.25 -1.66 0.1299
H -3.515518 -0.222532 -0.874249 1.21 -0.43 0.38 -0.0474
H -1.875966 -0.618561 -2.075533 0.02 -0.35 -0.43 -0.0961
H -0.741287 1.786255 1.665372 -1.50 0.30 -0.05 -0.0549
H -2.449430 2.200273 0.358241 -0.48 1.73 -0.93 -0.1048
```
Forces are in eV/Å.

Its frontier orbital gap (alpha / beta) is 8.78 / 7.19 eV. Its net charge is +1. Its energy above the lowest of the compared OMol25 structures with the same formula, charge and spin is 423.70 kJ/mol. For the LUMO energy (alpha / beta), the calculation gives -5.1 / -5.2 eV.

No. 2
A cluster of 3 separate species, C3H12O2S2 in total in a non-equilibrium geometry. Source: OMol25; level of theory: ωB97M-V with the def2-TZVPD basis set.

```
19
Properties=species:S:1:pos:R:3:forces:R:3:lowdin_charge:R:1
C 1.642178 -1.676949 -0.836020 0.10 1.95 -1.35 -0.2449
C 1.907322 -1.729356 0.637011 -1.03 0.47 -0.76 -0.5735
S 1.124080 -0.217521 1.320363 -0.25 0.01 1.91 0.4911
S 1.263040 1.371914 0.019047 0.78 0.66 -1.50 0.4360
C -0.141360 2.466078 0.438412 -0.98 -2.77 0.12 -0.4305
H 0.523128 -1.545091 -0.931467 1.30 -0.20 -0.56 0.0681
H 2.212119 -0.741501 -1.243783 -1.42 -1.41 0.57 0.0637
H 2.059658 -2.446747 -1.472424 -0.26 -0.73 0.27 0.0621
H 2.963283 -1.858007 0.817266 0.18 0.18 0.62 0.0683
H 1.256303 -2.454078 1.141100 0.60 -0.21 -0.05 0.0671
H -0.837100 2.727154 -0.345270 0.63 0.29 -0.92 0.0293
H 0.284431 3.268527 0.964128 -0.05 1.03 0.87 0.0046
H -0.809949 1.782393 0.991916 0.46 0.74 0.76 0.0013
H -3.052612 0.386623 1.727443 -1.65 1.90 1.48 -0.0118
H -2.083544 0.281162 0.577063 -0.80 -0.97 0.82 0.0065
O -2.551299 -0.239664 1.287827 2.24 -1.04 -2.38 -0.0625
H -2.680065 0.095008 -1.867614 -2.33 -1.94 -0.95 0.0038
H -1.141801 -0.017804 -1.625260 -0.81 0.24 -0.17 0.0463
O -1.937812 0.547860 -1.599738 3.28 1.77 1.23 -0.0252
```
Forces are in eV/Å.

Its SMILES is CCSSC.O.O. Its frontier orbital gap is 8.44 eV. Its energy above the lowest of the compared OMol25 structures with the same formula, charge and spin is 166.65 kJ/mol. For the LUMO energy, the calculation gives 0.6 eV.

No. 3
A cluster of 3 separate species, C3H12O3 in total in a non-equilibrium geometry. Source: OMol25; level of theory: ωB97M-V with the def2-TZVPD basis set.

```
18
Properties=species:S:1:pos:R:3:forces:R:3:lowdin_charge:R:1
C 1.893356 1.366617 -2.929508 -1.19 -0.53 -0.96 -0.1489
O 0.497146 1.408927 -3.256208 -0.19 0.49 -0.23 -0.1447
H 2.431926 2.255707 -3.257468 -0.05 0.29 0.58 0.0745
H 1.920746 1.104507 -1.871858 0.96 0.09 -0.10 0.0773
H 2.229686 0.594617 -3.621618 0.49 -0.36 0.65 0.0769
H 0.126616 2.247167 -2.970458 -0.02 0.02 0.06 0.0649
C -1.653114 -3.923653 -2.270038 -0.68 0.50 -0.16 -0.1614
O -1.966214 -5.143483 -1.556708 0.50 1.26 -0.72 -0.1186
H -2.463724 -3.200913 -2.177018 -0.30 0.05 0.36 0.0679
H -0.769664 -3.407793 -1.893868 0.29 -0.34 0.00 0.0727
H -1.593124 -4.007773 -3.355128 0.35 -0.89 0.15 0.0755
H -2.036494 -4.786183 -0.668458 -0.16 -0.58 0.36 0.0640
C 0.524386 2.706547 4.794302 0.44 -0.14 1.02 -0.1609
O -0.555794 2.652317 5.734042 0.01 0.17 -0.55 -0.1254
H 0.996406 3.675197 4.958682 -0.18 0.08 -0.35 0.0766
H 1.285406 1.979357 5.077392 0.08 -0.25 -0.05 0.0676
H 0.296766 2.538167 3.741722 -0.47 0.22 0.06 0.0736
H -1.164314 1.940677 5.522192 0.13 -0.08 -0.12 0.0684
```
Forces are in eV/Å.

Its SMILES is CO.CO.CO. Its frontier orbital gap is 11.14 eV. Its energy above the lowest of the compared OMol25 structures with the same formula, charge and spin is 190.41 kJ/mol. For the LUMO energy, the calculation gives 0.7 eV.

No. 4
A cluster of 4 separate species, C3H12O3 in total in a non-equilibrium geometry. Source: OMol25; level of theory: ωB97M-V with the def2-TZVPD basis set.

```
18
Properties=species:S:1:pos:R:3:forces:R:3:lowdin_charge:R:1
C 0.789945 1.657780 0.604102 -0.37 0.53 0.90 -0.1133
C 0.618474 0.670731 1.717229 0.86 -0.41 -0.46 -0.2507
C 1.085530 -0.576739 1.677742 -0.59 0.40 0.48 -0.0192
H 1.195285 1.257028 -0.310980 -0.09 -0.25 -0.15 0.0581
H -0.164179 2.153883 0.444534 -0.20 -0.02 -0.50 0.0704
H 1.420649 2.479462 0.926344 0.38 0.12 0.18 0.0739
H 0.132940 0.990050 2.633431 -0.08 0.19 -0.05 0.0967
H 0.902405 -1.179294 2.557401 0.25 -0.39 -0.15 0.0559
H 1.580262 -0.989161 0.809861 0.09 -0.07 0.00 0.0699
H -1.033870 -1.695773 -1.609786 0.11 -0.02 0.22 0.0025
H -0.675245 -3.056108 -2.113674 0.20 -0.22 0.08 0.0424
O -0.359267 -2.380065 -1.505470 -0.37 0.02 -0.29 -0.0555
H -0.252558 0.282158 -2.998654 0.19 0.14 0.17 0.0417
H -0.678099 0.318925 -1.524563 0.24 0.37 -0.08 -0.0137
O -0.012307 0.671659 -2.147075 -0.44 -0.25 -0.31 -0.0818
H -1.954209 0.425252 0.526374 0.18 0.01 0.23 0.0586
H -0.919756 -0.738474 0.358369 -0.06 0.24 0.41 0.0231
O -1.676000 -0.291314 -0.045185 -0.30 -0.39 -0.68 -0.0592
```
Forces are in eV/Å.

Its SMILES is C=CC.O.O.O. Its frontier orbital gap is 10.43 eV. Its energy above the lowest of the compared OMol25 structures with the same formula, charge and spin is 56.69 kJ/mol. For the LUMO energy, the calculation gives 0.6 eV.

No. 5
A cluster of 4 separate species, C3H12O3 in total in a non-equilibrium geometry. Source: OMol25; level of theory: ωB97M-V with the def2-TZVPD basis set.

```
18
Properties=species:S:1:pos:R:3:forces:R:3:lowdin_charge:R:1
C 2.372925 -2.502207 0.926011 0.59 3.16 -3.32 -0.0919
C 2.293539 -2.864933 -0.605289 0.23 6.04 -1.52 -0.1449
C 2.157624 -1.937708 -1.680799 0.69 -3.88 4.84 0.0276
H 3.317665 -2.538326 1.474300 0.04 -0.09 -0.60 0.0687
H 1.718586 -3.137634 1.306640 -2.69 -3.12 2.44 -0.0081
H 1.858064 -1.507383 1.078645 0.95 -0.75 -0.25 0.0857
H 2.238466 -3.839263 -0.943908 0.42 -2.16 -0.11 0.0396
H 2.257075 -2.364300 -2.612285 -0.24 -0.91 -2.11 0.0049
H 1.981427 -0.913538 -1.666062 -0.01 1.68 0.62 0.0058
H -2.388998 3.060347 -0.581715 2.29 1.83 1.27 -0.0227
H -3.736335 2.788541 -0.820556 1.84 -1.83 -0.92 0.1039
O -2.810442 2.379171 -1.032204 -4.05 -0.02 -0.27 -0.0671
H -0.934838 0.971038 -0.969299 0.95 -0.42 -0.13 0.0323
H 0.395082 1.349899 -0.377947 0.78 0.99 0.90 0.0041
O 0.017447 0.705842 -0.941565 -1.80 -0.54 -0.79 -0.0540
H -2.873761 3.367883 2.576989 2.75 -0.49 0.70 0.0025
H -4.242042 3.348153 2.759430 -1.58 -0.11 0.37 0.0280
O -3.621485 3.634416 2.109614 -1.16 0.61 -1.14 -0.0143
```
Forces are in eV/Å.

Its SMILES is C=CC.O.O.O. Its frontier orbital gap is 9.20 eV. Its energy above the lowest of the compared OMol25 structures with the same formula, charge and spin is 212.07 kJ/mol. For the LUMO energy, the calculation gives 0.4 eV.

No. 6
A cluster of 3 separate species, C3H12O4 in total. Source: OMol25; level of theory: ωB97M-V with the def2-TZVPD basis set.

```
19
Properties=species:S:1:pos:R:3:forces:R:3:lowdin_charge:R:1
C -0.960981 0.514835 -0.363836 -0.14 0.40 -0.23 -0.2620
O -2.139197 1.270694 -0.682079 0.18 -0.34 -0.02 -0.0772
C -0.791741 -0.687999 -1.271404 -0.20 -0.52 0.78 -0.1862
C 0.528877 -1.399671 -1.043209 -0.04 0.01 -0.18 -0.2705
O 0.728201 -2.480128 -1.951187 0.13 0.37 -0.11 -0.0603
H -0.084273 1.159219 -0.511222 -0.08 0.02 0.13 0.1192
H -1.024968 0.268401 0.693762 0.07 -0.19 0.08 0.1177
H -2.481831 0.911425 -1.506852 -0.08 0.17 0.05 0.0698
H -1.563050 -1.455603 -1.128191 -0.19 0.31 0.13 0.1248
H -0.910373 -0.327634 -2.272584 0.29 0.09 -0.90 0.1111
H 1.374841 -0.712213 -1.075213 0.07 -0.03 -0.39 0.1219
H 0.521270 -1.793632 -0.042814 0.02 -0.14 0.70 0.1133
H 0.442570 -3.282528 -1.513560 -0.03 -0.13 -0.04 0.0791
H 3.739851 -2.916161 3.832393 -0.12 0.20 0.05 0.0281
H 4.767752 -3.831075 3.233722 0.10 0.17 -0.15 0.0340
O 4.439671 -2.924817 3.174239 0.02 -0.36 0.10 -0.0621
H -2.462777 5.151223 0.824895 -0.18 -0.11 -0.04 0.0273
H -2.307463 6.678396 0.747838 -0.03 -0.14 0.00 0.0315
O -1.816379 5.857269 0.855304 0.22 0.23 0.03 -0.0595
```
Forces are in eV/Å.

Its SMILES is OCCCO.O.O. Its frontier orbital gap is 11.08 eV. Its energy above the lowest of the compared OMol25 structures with the same formula, charge and spin is 98.23 kJ/mol. For the LUMO energy, the calculation gives 0.7 eV.

E, record by record: -23360.030; -29069.944; -9446.053; -9447.439; -9445.829; -11494.744 eV
M, record by record: 124.08; 144.26; 96.13; 96.13; 96.13; 112.12 g/mol